{"formula": "C28H32N7OSV", "method": "ωB97M-V/def2-TZVPD", "elements": ["V", "S", "O", "N", "N", "N", "N", "N", "N", "N", "C", "C", "C", "C", "C", "C", "C", "C", "C", "C", "C", "C", "C", "C", "C", "C", "C", "C", "C", "C", "C", "C", "C", "C", "C", "C", "C", "C", "H", "H", "H", "H", "H", "H", "H", "H", "H", "H", "H", "H", "H", "H", "H", "H", "H", "H", "H", "H", "H", "H", "H", "H", "H", "H", "H", "H", "H", "H", "H", "H"], "positions_angstrom": [[-0.230, -0.116, 0.722], [-2.629, 0.650, 1.012], [0.246, 1.236, -0.585], [1.694, 0.241, 1.134], [-0.041, -0.822, 2.682], [2.390, 1.029, 0.231], [-3.573, 3.098, 1.423], [-1.210, -2.058, 0.025], [-1.196, -2.757, -2.348], [-3.335, 2.493, -0.771], [-1.728, -1.858, -1.367], [0.191, -1.827, 0.128], [0.558, -1.850, 5.185], [1.146, -2.879, -0.212], [1.525, 1.512, -0.629], [1.032, 3.170, -2.399], [3.723, 3.816, -2.634], [-0.999, -1.326, 3.458], [2.222, -0.166, 2.227], [-0.740, -1.856, 4.714], [-4.201, 4.379, 1.099], [-1.662, -4.127, -2.231], [1.998, -3.462, 0.718], [1.559, -1.310, 4.385], [2.776, 4.477, -3.407], [1.432, 4.153, -3.292], [1.232, -0.808, 3.142], [3.638, 0.062, 2.620], [0.247, -2.652, -2.569], [-4.906, 4.258, -0.240], [-3.204, 2.199, 0.517], [1.145, -3.326, -1.544], [-3.921, 3.736, -1.271], [2.851, -4.492, 0.338], [1.996, -4.358, -1.905], [3.327, 2.837, -1.739], [1.977, 2.515, -1.616], [2.847, -4.943, -0.971], [2.586, -1.282, 4.720], [3.693, 0.525, 3.606], [-3.036, 1.778, -1.414], [0.468, -3.071, -3.553], [4.172, -0.891, 2.667], [3.089, 5.246, -4.101], [-0.011, 2.904, -2.296], [-2.813, -1.963, -1.329], [-3.133, 4.468, -1.459], [4.771, 4.068, -2.729], [-5.300, 5.225, -0.548], [1.977, -3.127, 1.749], [4.122, 0.701, 1.890], [-1.471, -2.986, 0.350], [3.502, -5.751, -1.269], [-2.000, -1.313, 3.048], [-4.901, 4.626, 1.894], [-4.414, 3.522, -2.217], [-5.741, 3.561, -0.150], [-1.393, -4.679, -3.133], [0.491, -1.587, -2.604], [1.998, -4.711, -2.930], [0.697, 4.667, -3.898], [0.796, -2.255, 6.159], [-1.551, -2.261, 5.301], [4.053, 2.315, -1.131], [-1.476, -0.834, -1.647], [-1.235, -4.672, -1.376], [3.513, -4.942, 1.066], [-3.441, 2.826, 2.383], [-3.440, 5.162, 1.064], [-2.749, -4.137, -2.143]], "forces_ev_per_angstrom": [[-1.4, -1.1, -0.5], [-0.2, 0.0, 0.2], [0.4, 0.3, 0.0], [0.4, 0.4, -0.2], [0.1, 0.1, 0.6], [-0.1, -0.3, 0.1], [-0.1, 0.0, 0.0], [0.5, 0.5, -0.2], [0.0, 0.0, 0.1], [0.0, 0.0, 0.0], [0.0, -0.2, 0.0], [0.3, 0.1, -0.2], [0.1, 0.0, -0.1], [-0.2, 0.0, -0.2], [-0.3, 0.1, 0.2], [0.0, 0.0, -0.1], [0.0, 0.0, 0.0], [0.1, -0.1, 0.0], [-0.2, 0.0, 0.4], [-0.1, 0.0, 0.0], [0.0, 0.0, 0.0], [0.0, 0.0, 0.0], [0.1, 0.0, 0.0], [0.1, -0.1, 0.1], [0.0, 0.0, 0.0], [0.0, 0.0, 0.0], [0.2, 0.2, -0.3], [0.0, -0.1, 0.0], [0.0, 0.0, 0.0], [0.0, 0.0, 0.0], [0.4, 0.0, -0.1], [0.0, 0.0, 0.0], [0.0, 0.0, 0.0], [0.0, 0.0, 0.0], [0.0, 0.0, 0.0], [0.0, 0.0, 0.0], [0.0, -0.1, 0.0], [0.0, 0.0, 0.0], [0.0, 0.0, 0.0], [0.0, 0.0, 0.0], [0.0, 0.0, 0.0], [0.0, 0.0, 0.0], [0.0, 0.0, 0.0], [0.0, 0.0, 0.0], [0.0, 0.0, 0.0], [0.0, 0.0, 0.0], [0.0, 0.0, 0.0], [0.0, 0.0, 0.0], [0.0, 0.0, 0.0], [0.0, 0.0, 0.0], [0.0, 0.0, 0.0], [-0.1, 0.1, 0.3], [0.0, 0.0, 0.0], [0.0, 0.0, 0.0], [0.0, 0.0, 0.0], [0.0, 0.0, 0.0], [0.0, 0.0, 0.0], [0.0, 0.0, 0.0], [0.0, 0.0, 0.0], [0.0, 0.0, 0.0], [0.0, 0.0, 0.0], [0.0, 0.0, 0.0], [0.0, 0.0, 0.0], [0.0, 0.0, 0.0], [0.0, 0.0, 0.0], [0.0, 0.0, 0.0], [0.0, 0.0, 0.0], [0.0, 0.0, 0.0], [0.0, 0.0, 0.0], [0.0, 0.0, 0.0]], "lowdin_charge": [0.698, 0.703, -0.171, -0.048, 0.011, 0.122, 0.032, -0.046, -0.190, 0.040, -0.215, -0.226, -0.027, -0.170, -0.395, -0.025, -0.068, -0.099, -0.229, -0.027, -0.148, -0.075, -0.028, 0.009, -0.074, -0.073, -0.200, 0.004, -0.120, -0.155, -0.754, -0.164, -0.148, -0.074, -0.028, -0.021, -0.151, -0.069, 0.120, 0.094, 0.134, 0.124, 0.101, 0.107, 0.103, 0.126, 0.128, 0.107, 0.125, 0.102, 0.076, 0.132, 0.107, 0.093, 0.128, 0.129, 0.128, 0.093, 0.131, 0.116, 0.104, 0.120, 0.117, 0.110, 0.105, 0.086, 0.105, 0.132, 0.128, 0.088], "lumo_energy_ev": [-3.194, -3.260], "charge": 1, "orbital_gap_ev": [7.420, 6.618], "homo_ev": [-10.61, -9.88], "spin_multiplicity": 2, "relative_energy_kcal_mol": 11.8, "total_energy_ev": -78552.39430, "s2": 1.24}